Entry 1:
Formula: C2H6InO2
Source: the Open Molecules 2025 dataset
Level of theory: ωB97M-V/def2-TZVPD

```
11
Properties=species:S:1:pos:R:3
In -2.5363 -1.4851 -1.4716
C 0.4649 0.8631 -0.1143
C 0.6107 -0.5195 0.5247
O -0.6455 -1.0413 0.8769
O -0.5208 0.6887 -1.1357
H 1.3568 1.2690 -0.5916
H 0.1009 1.6501 0.5462
H 1.1951 -0.2942 1.4169
H 1.0666 -1.2396 -0.1547
H -0.5125 -1.3809 1.7649
H -0.5799 1.4896 -1.6617
```

Computed properties:
* energy relative to the best compared isomer or geometry (same formula, charge and spin): 215.4 kJ/mol
* net charge: +3
* energy: -418.82895 a.u.
* HOMO-LUMO gap: 4.3 eV
* highest occupied orbital energy: -25.6 eV

natural (NBO) atomic charge list, values in e, 2 entries: number 1, In, carries 1.47; number 2, C, carries -0.10

---

Entry 2:
Formula: C31H48AuClN2O3PTe
Source: the Open Molecules 2025 dataset
Level of theory: ωB97M-V/def2-TZVPD

```
88
Properties=species:S:1:pos:R:3
Au 1.7628 -0.8308 -1.1171
C -0.4852 -3.5332 -4.1197
C -1.2266 -3.0936 -2.8563
C -2.7178 -2.9103 -3.1412
C -0.9986 -4.0540 -1.7052
C -1.1795 -5.4232 -1.8933
C -0.9022 -6.3227 -0.8822
C -0.4296 -5.8596 0.3366
C -0.2466 -4.5039 0.5843
C 0.2792 -4.0600 1.9329
C -0.6988 -3.1942 2.7281
C 1.6436 -3.3754 1.8247
C -0.5644 -3.6132 -0.4495
N -0.3041 -2.2287 -0.2871
C -1.2240 -1.4372 -0.0141
C -1.0122 0.0317 -0.0710
N -0.1229 0.5598 -0.7947
C -0.2389 1.9828 -0.9432
C 0.9096 2.7959 -0.8466
C 0.7368 4.1791 -0.8279
C -0.5018 4.7656 -0.9852
C -1.5922 3.9560 -1.2350
C -1.4985 2.5641 -1.2378
C -2.8043 1.8742 -1.6630
C -2.6687 0.6709 -2.6005
C -3.8241 1.6642 -0.5166
C 2.3489 2.3085 -0.8760
C 2.9448 2.6092 -2.2559
C 3.2169 2.8793 0.2393
H -0.5751 -2.7649 -4.8908
H -0.8916 -4.4610 -4.5292
H 0.5750 -3.6850 -3.9145
H -0.8063 -2.1251 -2.5791
H -3.1701 -3.8584 -3.4453
H -2.8736 -2.1875 -3.9455
H -3.2550 -2.5587 -2.2576
H -1.5289 -5.7852 -2.8533
H -1.0422 -7.3846 -1.0435
H -0.1986 -6.5628 1.1288
H 0.4068 -4.9883 2.5005
H -0.6815 -2.1547 2.4023
H -0.4020 -3.1694 3.7762
H -1.7211 -3.5789 2.6703
H 1.5636 -2.4110 1.3182
H 2.3605 -3.9965 1.2835
H 2.0341 -3.1733 2.8241
H -2.2486 -1.7483 0.2118
H -1.7276 0.6208 0.4778
H 1.6134 4.8028 -0.7082
H -0.6100 5.8430 -0.9665
H -2.5539 4.4081 -1.4526
H -3.2609 2.6314 -2.3040
H -2.1251 -0.1774 -2.1959
H -2.1538 0.9672 -3.5169
H -3.6651 0.3168 -2.8758
H -3.3823 1.7371 0.4772
H -4.3157 0.6917 -0.5930
H -4.6030 2.4276 -0.5543
H 2.3855 1.2264 -0.7788
H 2.9925 3.6853 -2.4473
H 2.3502 2.1453 -3.0458
H 3.9561 2.2012 -2.3145
H 3.3855 3.9551 0.1263
H 4.1932 2.3901 0.2127
H 2.7686 2.6880 1.2108
Cl 4.9961 -1.1812 -1.2186
C 3.3924 -1.7459 -1.9167
H 3.4039 -2.8219 -1.7522
H 3.5062 -1.5625 -2.9823
C 2.9153 4.1129 3.7517
C 2.0567 2.9326 4.1478
O 1.6990 2.2376 2.9557
P 0.8756 0.8403 2.8622
O 1.3780 0.0742 1.6971
Te 0.7479 -0.1329 5.0278
O -0.6054 1.3910 2.4264
C -1.2848 2.3571 3.2267
C -1.1220 3.7436 2.6354
H 3.2221 4.6701 4.6392
H 2.3695 4.7878 3.0894
H 3.8102 3.7741 3.2289
H 1.1536 3.2586 4.6719
H 2.5848 2.2525 4.8171
H -0.9215 2.3037 4.2566
H -2.3366 2.0585 3.2485
H -0.0682 4.0213 2.6042
H -1.6631 4.4797 3.2359
H -1.5039 3.7805 1.6125
```

Computed properties:
* energy relative to the best compared isomer or geometry (same formula, charge and spin): 13.0 kJ/mol
* net charge: -1
* energy: -2750.66606 a.u.
* HOMO-LUMO gap: 6.2 eV
* highest occupied orbital energy: -4.2 eV

Löwdin atomic charge list, values in e, 2 entries: number 1, Au, carries 0.75; number 2, C, carries -0.07

---

Entry 3:
Formula: C12H17Cl27F3NO2P
Source: the Open Molecules 2025 dataset
Level of theory: ωB97M-V/def2-TZVPD

```
63
Properties=species:S:1:pos:R:3
C 2.2472 -3.9349 -6.2388
P 2.4097 -2.6278 -4.8501
O 0.9533 -2.6247 -3.9831
N 3.7879 -3.2927 -3.8441
C 4.4007 -2.2608 -2.9117
O 4.3132 -2.6037 -1.5218
C 3.0135 -2.4688 -1.0111
F 2.3922 -1.2608 -1.3053
F 3.1429 -2.5154 0.3932
F 2.1417 -3.5040 -1.3545
H 1.4779 -3.6386 -7.0168
H 1.9482 -4.9077 -5.7108
H 3.2872 -4.0016 -6.7036
H 0.7205 -1.6966 -3.7488
H 4.4843 -3.6294 -4.5348
H 3.4299 -4.1334 -3.3542
H 5.5127 -2.2171 -3.1927
H 3.9708 -1.2477 -3.1891
C -0.4519 1.5214 -1.5378
Cl 0.1009 0.2854 -2.6849
Cl 0.9185 2.1875 -0.6433
Cl -1.3301 2.8015 -2.3785
H -1.1278 1.0514 -0.8270
C -0.9757 0.6608 2.3912
Cl -2.3985 0.8278 1.3516
Cl -1.4171 -0.1010 3.9259
Cl 0.2885 -0.2716 1.5721
H -0.5856 1.6549 2.6018
C 0.6052 -4.1989 1.9950
Cl 1.7552 -5.3922 2.6136
Cl -0.8065 -5.0018 1.2913
Cl 0.1119 -3.0846 3.2755
H 1.0960 -3.6251 1.2146
C -4.5897 4.4728 -3.5834
Cl -4.8665 3.1699 -2.4195
Cl -5.9983 5.5380 -3.6689
Cl -3.1393 5.3939 -3.1559
H -4.4362 4.0290 -4.5643
C -6.7137 0.5070 0.3686
Cl -4.9650 0.7875 0.4050
Cl -7.3237 0.1854 1.9965
Cl -7.5513 1.8899 -0.3478
H -6.9070 -0.3674 -0.2484
C 5.4439 -6.6283 3.9002
Cl 3.7783 -7.2151 4.0057
Cl 6.4257 -7.7174 2.9111
Cl 5.4845 -4.9854 3.2435
H 5.8628 -6.6060 4.9035
C -2.7423 5.1441 1.7574
Cl -4.1638 5.3076 0.7188
Cl -3.1751 4.3727 3.2894
Cl -1.4765 4.2193 0.9378
H -2.3572 6.1382 1.9698
C -1.9901 1.6133 7.5001
Cl -0.2445 1.8998 7.5285
Cl -2.5922 1.2797 9.1289
Cl -2.8362 2.9974 6.7949
H -2.1834 0.7419 6.8788
C 0.8647 7.3525 -0.0661
Cl 1.4032 9.0170 -0.3206
Cl 0.0283 7.1995 1.4861
Cl -0.1827 6.8277 -1.3920
H 1.7407 6.7085 -0.0469
```

Computed properties:
* net charge: +1
* energy: -13738.49598 a.u.
* HOMO-LUMO gap: 8.8 eV
* highest occupied orbital energy: -12.2 eV

natural (NBO) atomic charge list, values in e, 2 entries: number 1, C, carries -0.96; number 2, P, carries 1.17

---

Entry 4:
Formula: C44H69BiClFN2O3Se
Source: the Open Molecules 2025 dataset
Level of theory: ωB97M-V/def2-TZVPD

```
122
Properties=species:S:1:pos:R:3
Bi 1.2804 -1.9896 -0.5014
C 4.7492 -1.2146 -2.0400
N 3.4264 -1.1392 -2.6118
C 3.0827 -2.2992 -3.4040
C 3.1887 0.1225 -3.2868
C 2.5140 1.1513 -2.3751
N 1.1911 0.7788 -1.9206
C 0.6583 1.7606 -0.9823
C 1.6019 2.1487 0.1173
C 1.9576 3.4729 0.1995
C 2.8048 3.9568 1.1880
C 3.3261 3.0108 2.0551
C 3.0082 1.6602 2.0184
C 2.0516 1.1847 1.0713
O 1.5582 -0.0021 1.0564
C 3.7132 0.7926 3.0620
C 5.2360 1.0019 2.9517
C 3.4641 -0.7007 2.8834
C 3.2278 1.1896 4.4649
C 3.0374 5.4545 1.3045
C 1.6787 6.1160 1.5877
C 3.9903 5.8098 2.4480
C 3.6196 6.0109 -0.0034
C 0.2617 0.5950 -3.0334
C -1.1899 0.4803 -2.6539
C -2.0636 1.5102 -2.9303
C -3.4257 1.3842 -2.6956
C -3.8552 0.1809 -2.1424
C -3.0249 -0.8796 -1.8340
C -1.6272 -0.7741 -2.1232
O -0.7947 -1.7292 -1.9883
C -3.6744 -2.1504 -1.2831
C -2.6895 -3.2523 -0.8964
C -4.4870 -1.8117 -0.0238
C -4.5936 -2.7263 -2.3742
C -4.4486 2.4438 -3.0797
C -5.2793 2.8642 -1.8601
C -5.3756 1.8457 -4.1500
C -3.8035 3.7052 -3.6598
H 5.5482 -1.1953 -2.8088
H 4.9004 -0.3729 -1.3611
H 4.8487 -2.1380 -1.4743
H 3.6360 -2.3529 -4.3611
H 3.2999 -3.1968 -2.8297
H 2.0130 -2.2893 -3.6088
H 4.1404 0.5562 -3.6497
H 2.5623 -0.0493 -4.1642
H 3.1326 1.2943 -1.4845
H 2.4917 2.1185 -2.9260
H 0.3762 2.6792 -1.5352
H -0.2553 1.3391 -0.5602
H 1.5405 4.1512 -0.5351
H 4.0137 3.3369 2.8201
H 5.5564 0.8105 1.9287
H 5.5373 2.0127 3.2184
H 5.7599 0.3104 3.6116
H 3.7743 -1.0088 1.8901
H 4.0295 -1.2694 3.6229
H 2.4096 -0.9295 2.9915
H 3.4078 2.2434 4.6730
H 2.1594 1.0032 4.5343
H 3.7364 0.5971 5.2257
H 1.2428 5.6815 2.4844
H 1.7807 7.1924 1.7313
H 0.9879 5.9419 0.7678
H 3.5893 5.4547 3.3934
H 4.9680 5.3613 2.2900
H 4.1163 6.8911 2.5124
H 2.9766 5.7690 -0.8448
H 3.7231 7.0961 0.0486
H 4.5995 5.5762 -0.1919
H 0.3743 1.4299 -3.7585
H 0.5360 -0.3414 -3.5289
H -1.6584 2.4214 -3.3547
H -4.9155 0.0640 -1.9527
H -2.0433 -2.9233 -0.0895
H -3.2374 -4.1312 -0.5507
H -2.0551 -3.5273 -1.7311
H -3.8322 -1.3958 0.7382
H -5.2776 -1.0918 -0.2306
H -4.9426 -2.7146 0.3830
H -4.0038 -2.9374 -3.2639
H -5.0599 -3.6536 -2.0396
H -5.3817 -2.0288 -2.6506
H -5.8128 2.0166 -1.4402
H -4.6302 3.2688 -1.0879
H -6.0089 3.6254 -2.1414
H -5.8901 0.9718 -3.7606
H -6.1229 2.5683 -4.4813
H -4.7848 1.5320 -5.0077
H -3.1244 4.1571 -2.9411
H -3.2528 3.4750 -4.5688
H -4.5747 4.4374 -3.9057
O -1.5108 0.4388 1.1566
H -1.7652 -0.0966 0.3974
H -0.5646 0.2627 1.2793
F 0.8813 -3.9184 -1.3685
Cl 3.8334 -4.4885 -0.6516
C 3.0782 -3.2852 0.4167
H 3.8960 -2.6468 0.7454
H 2.7050 -3.8491 1.2688
C -4.3978 -6.0206 3.6984
C -3.2766 -5.1255 3.2477
C -3.1812 -3.8188 3.6971
C -2.1506 -2.9841 3.2956
C -2.0704 -1.5960 3.8505
C -1.1734 -3.4606 2.4079
Se 0.2681 -2.2063 1.9031
C -1.2364 -4.7877 1.9756
C -0.1716 -5.3991 1.1263
C -2.2916 -5.5897 2.3902
H -5.0404 -5.5011 4.4097
H -3.9997 -6.9183 4.1758
H -5.0062 -6.3334 2.8489
H -3.9282 -3.4355 4.3831
H -2.9627 -1.3470 4.4242
H -1.9358 -0.8756 3.0439
H -1.1894 -1.5194 4.4922
H 0.1573 -4.7239 0.3471
H -0.5241 -6.3129 0.6539
H 0.6933 -5.6456 1.7423
H -2.3381 -6.6146 2.0394
```

Computed properties:
* energy relative to the best compared isomer or geometry (same formula, charge and spin): 107.0 kJ/mol
* net charge: -2
* energy: -5229.43669 a.u.
* HOMO-LUMO gap: 5.7 eV
* highest occupied orbital energy: -1.6 eV

Löwdin atomic charge list, values in e, 2 entries: number 1, Bi, carries 1.60; number 2, C, carries -0.11

---

Entry 5:
Formula: C4H9N2O
Source: the Open Molecules 2025 dataset
Level of theory: ωB97M-V/def2-TZVPD

```
16
Properties=species:S:1:pos:R:3
C 2.3597 0.4909 -0.0229
C -2.4656 0.8200 0.0132
C -2.3234 -0.6054 -0.3936
C -1.3256 0.0391 0.4641
N 3.5582 -0.0757 0.1182
N 1.2755 -0.1726 -0.2957
O 0.0901 0.5289 -0.5449
H 2.3264 1.5641 0.2146
H -2.5089 1.6089 -0.7909
H -3.2299 0.9983 0.7982
H -3.1113 -1.2983 -0.0437
H -2.1399 -0.6722 -1.5093
H -1.0050 -0.3352 1.4078
H 4.5179 0.1791 -0.0051
H 3.4074 -1.0433 -0.0688
H 1.2586 -1.1180 -0.0811
```

Computed properties:
* energy relative to the best compared isomer or geometry (same formula, charge and spin): 530.0 kJ/mol
* net charge: +1
* energy: -342.15540 a.u.
* HOMO-LUMO gap: 10.6 eV
* highest occupied orbital energy: -14.3 eV

natural (NBO) atomic charge list, values in e, 2 entries: number 1, C, carries 0.37; number 2, C, carries -0.45

---

Entry 6:
Formula: C5H10N3
Source: the Open Molecules 2025 dataset
Level of theory: ωB97M-V/def2-TZVPD

```
18
Properties=species:S:1:pos:R:3
C -3.4762 -0.6587 -0.4922
C 0.6463 -1.0305 0.0877
C -1.7045 0.4942 0.6360
C -0.6074 1.0919 -0.0878
C 1.9146 1.0887 -0.3244
N -2.7309 -0.0275 0.1102
N 0.6806 0.2262 -0.0944
N 1.6497 -1.8709 0.3730
H -4.3429 -0.8044 -1.1422
H -0.2677 -1.4691 0.2323
H -1.4478 0.0673 1.6120
H -0.9159 1.3443 -1.1582
H -0.2364 2.0538 0.5114
H 2.6883 0.7592 0.3919
H 2.2955 0.9188 -1.3626
H 1.6933 2.1309 -0.2040
H 1.6144 -2.8872 0.6928
H 2.5470 -1.4269 0.2185
```

Computed properties:
* energy relative to the best compared isomer or geometry (same formula, charge and spin): 418.4 kJ/mol
* net charge: +1
* energy: -360.41572 a.u.
* HOMO-LUMO gap: 8.3 eV
* highest occupied orbital energy: -11.3 eV

natural (NBO) atomic charge list, values in e, 2 entries: number 1, C, carries 0.13; number 2, C, carries 0.39